This record from the OMol25 dataset describes a 6-piece molecular cluster, C42H81BClF7N3O28P5 overall at a distorted geometry. The level of theory is the ωB97M-V functional and the def2-TZVPD basis.

- frontier orbital gap (eV) = 9.19
- HOMO level (eV) = -9.08
- E_tot (Eh) = -6811.3391
- SMILES = COCCCCCCCCCC[N@H+]1[C@](N)(F)[C@](Cl)(c2ccncc2)[C@@H](C(=O)C(F)(F)C(F)(F)C(F)(F)C(=O)O)[C@@]1(B(O)OC)C(=O)[O-].COP(=O)(OC)OC.COP(=O)(OC)OC.COP(=O)(OC)OC.COP(=O)(OC)OC.COP(=O)(OC)OC
- lowest unoccupied orbital energy (eV) = 0.108
- F_max (eV/A) = 2.01

Geometry as ORCA input:
```
! RIJCOSX wB97M-V def2-TZVPD def2/J DEFGRID3
* xyz 0 1
C 11.5454 1.2696 -0.1064
O 10.6309 0.1915 -0.1665
C 10.7358 -0.6665 0.9478
C 9.5039 -1.5231 0.9923
C 9.3978 -2.4907 -0.1702
C 8.1151 -3.3282 -0.0645
C 6.9235 -2.5979 -0.6983
C 5.6611 -2.6096 0.1596
C 4.7795 -3.8344 -0.1147
C 3.5829 -3.5320 -0.9967
C 2.6372 -2.4577 -0.3960
C 1.2981 -3.1234 -0.1658
N 0.1513 -2.3358 0.4091
C -0.5759 -1.3985 -0.5137
B -1.4829 -2.2100 -1.5825
O -1.2124 -3.5236 -1.9132
O -2.5705 -1.5813 -2.1189
C -3.7864 -2.2920 -1.9451
C 0.3189 -0.6088 -1.4518
O 0.1211 -0.9930 -2.6232
O 1.0814 0.2218 -0.9584
C -1.5227 -0.6543 0.4867
C -2.1111 0.6727 0.0044
O -3.1446 0.6517 -0.5950
C -1.5433 2.0907 0.2435
F -0.2223 2.1648 0.3466
F -2.1044 2.5409 1.3956
C -2.0143 3.1110 -0.8354
F -3.3258 3.3264 -0.7372
F -1.3850 4.2725 -0.5018
C -1.6334 2.8301 -2.3041
F -2.4567 1.9314 -2.8373
F -0.3667 2.3764 -2.3700
C -1.7350 4.1242 -3.1522
O -2.7165 4.3749 -3.7690
O -0.6631 4.8965 -3.1519
C -1.0845 -0.8588 1.9780
Cl -0.6329 0.6384 2.8426
C -2.1940 -1.3955 2.8704
C -1.9995 -2.2856 3.9317
C -3.1044 -2.7035 4.6503
N -4.3581 -2.3172 4.4710
C -4.5123 -1.4139 3.4884
C -3.4994 -0.9502 2.6762
C 0.2698 -1.7540 1.7918
N 1.4442 -0.9912 1.9830
F 0.3966 -2.8507 2.5964
H 12.5360 0.8959 0.1465
H 11.2306 1.9699 0.6674
H 11.5595 1.7316 -1.0788
H 11.6394 -1.2763 0.8627
H 10.8351 -0.0687 1.8562
H 9.4474 -2.0635 1.9329
H 8.6480 -0.8509 0.9885
H 10.2693 -3.1370 -0.1633
H 9.3822 -1.9224 -1.0921
H 8.3020 -4.2668 -0.5736
H 7.9267 -3.5097 0.9877
H 6.7115 -2.9932 -1.6856
H 7.2184 -1.5603 -0.8309
H 5.9425 -2.6027 1.2047
H 5.1054 -1.7041 -0.0634
H 5.3900 -4.5830 -0.6117
H 4.4317 -4.3038 0.8024
H 3.9354 -3.1761 -1.9589
H 3.0109 -4.4301 -1.2070
H 3.1075 -2.1133 0.5099
H 2.5772 -1.6390 -1.0979
H 1.4503 -3.9862 0.4710
H 0.9577 -3.5038 -1.1167
H -0.5508 -3.0773 0.5445
H -1.4997 -4.1660 -1.2374
H -3.9411 -2.9966 -2.7531
H -4.5949 -1.5762 -1.8849
H -3.7960 -2.8690 -1.0239
H -2.4061 -1.2790 0.4312
H 0.1105 4.4062 -2.8424
H -1.0348 -2.6512 4.1979
H -2.9321 -3.4236 5.4363
H -5.5092 -1.0363 3.3294
H -3.7402 -0.2493 1.8975
H 1.8014 -0.5885 1.1231
H 2.1385 -1.5860 2.4085
C 11.0506 5.3764 -4.1755
O 9.7749 4.7218 -4.1110
P 9.7675 3.1284 -4.0921
O 10.6463 2.5231 -3.0993
O 10.0830 2.6929 -5.5744
C 9.4204 3.3370 -6.6726
O 8.2290 2.8170 -3.9453
C 7.6515 2.9208 -2.6310
H 10.9329 6.2680 -4.7867
H 11.3646 5.6594 -3.1729
H 11.8091 4.7326 -4.6218
H 10.0681 4.1132 -7.0788
H 8.4714 3.7754 -6.3700
H 9.2399 2.5838 -7.4344
H 6.5955 3.1411 -2.7578
H 8.1192 3.7188 -2.0556
H 7.7723 1.9751 -2.1067
C -5.9498 4.6488 0.0523
O -7.1035 5.0869 0.7907
P -7.8800 3.9866 1.6382
O -7.0453 3.1814 2.5227
O -8.6930 3.1381 0.5857
C -9.4188 3.7943 -0.4643
O -9.0005 4.8583 2.3312
C -8.6258 5.6241 3.4882
H -5.9146 5.2075 -0.8799
H -5.0529 4.8521 0.6324
H -5.9990 3.5831 -0.1718
H -8.8175 3.7930 -1.3727
H -9.6751 4.8181 -0.1982
H -10.3311 3.2296 -0.6356
H -9.3027 6.4716 3.5493
H -7.6021 5.9877 3.4081
H -8.7249 5.0082 4.3794
C 0.0256 0.7289 6.3054
O -0.7961 1.0295 7.4414
P -1.7185 -0.1598 7.9659
O -1.0178 -1.4133 8.2209
O -2.8786 -0.2927 6.9072
C -3.5452 0.8725 6.3943
O -2.4270 0.5162 9.2048
C -1.6804 0.6083 10.4292
H 0.0804 1.6199 5.6843
H 1.0258 0.4477 6.6300
H -0.4061 -0.0830 5.7198
H -3.1069 1.1428 5.4334
H -3.4701 1.7140 7.0805
H -4.5914 0.6162 6.2523
H -2.0724 1.4556 10.9849
H -0.6200 0.7656 10.2361
H -1.8140 -0.3043 11.0059
C -2.1128 -8.2558 0.0562
O -3.1083 -7.5815 0.8507
P -2.6450 -6.3491 1.7317
O -1.8801 -5.3190 1.0157
O -1.8613 -6.9689 2.9414
C -2.3948 -8.1059 3.6452
O -3.9894 -5.8605 2.3794
C -4.8897 -5.0481 1.5999
H -2.3581 -9.3142 0.0540
H -2.1396 -7.8716 -0.9611
H -1.1126 -8.1204 0.4689
H -1.9297 -9.0132 3.2633
H -3.4751 -8.1738 3.5376
H -2.1451 -7.9852 4.6948
H -5.8885 -5.2065 1.9938
H -4.8683 -5.3309 0.5475
H -4.6168 -4.0001 1.7101
C -4.9465 2.1446 -5.7848
O -6.2610 2.5851 -6.1716
P -6.4221 3.2374 -7.6127
O -5.8884 2.4521 -8.7181
O -5.7949 4.6795 -7.4926
C -6.0800 5.5005 -6.3507
O -7.9774 3.5269 -7.6478
C -8.8472 2.4236 -7.9440
H -4.8315 2.3424 -4.7223
H -4.8471 1.0777 -5.9722
H -4.1704 2.6819 -6.3294
H -5.2660 5.4111 -5.6317
H -7.0189 5.2187 -5.8771
H -6.1467 6.5292 -6.6947
H -9.8103 2.6376 -7.4883
H -8.4573 1.4911 -7.5378
H -8.9626 2.3301 -9.0218
*
```


This record from the OMol25 dataset describes a 7-piece molecular cluster, C23H56ClN2O10 overall at a distorted geometry. The level of theory is the ωB97M-V functional and the def2-TZVPD basis.

- energy relative to the best compared isomer or geometry (same formula, charge and spin) (kcal/mol) = 0.0
- frontier orbital gap (eV) = 8.11
- HOMO level (eV) = -5.50
- E_tot (Eh) = -2231.6571
- lowest unoccupied orbital energy (eV) = 2.609
- F_max (eV/A) = 3.94

Geometry as ORCA input:
```
! RIJCOSX wB97M-V def2-TZVPD def2/J DEFGRID3
* xyz -1 1
Cl -1.5394 -0.8136 1.6885
O -1.2582 0.0669 2.8070
O -2.6113 -0.1509 1.0366
O -0.2879 -0.8000 0.9128
O -1.9216 -2.0993 2.2070
C 3.2564 -0.8590 -0.0989
C 4.0588 -0.4764 1.1964
C 5.1975 0.4622 0.7619
C 5.9820 1.1560 1.8494
C 5.0103 1.9851 2.6246
C 3.6775 1.2613 3.1325
N 3.2178 0.2415 2.1896
O 2.2764 -0.5905 2.7160
C 4.0008 0.7055 4.5490
C 2.6731 2.3187 3.3506
C 4.6710 -1.7708 1.6967
H 2.4558 -1.5514 0.1612
H 3.8472 -1.4537 -0.7956
H 2.7767 -0.0280 -0.6160
H 5.8989 -0.0475 0.1014
H 4.7518 1.2713 0.1831
H 6.7793 1.7292 1.3762
H 6.4520 0.3368 2.3937
H 4.7163 2.9179 2.1434
H 5.6736 2.2971 3.4313
H 3.1219 0.3234 5.0685
H 4.5356 -0.2314 4.3928
H 4.5454 1.4099 5.1777
H 1.7881 1.9158 3.8430
H 2.9954 3.0996 4.0393
H 2.3840 2.8748 2.4588
H 5.4543 -2.1859 1.0625
H 3.9273 -2.5646 1.6271
H 4.9736 -1.7088 2.7421
H 1.5309 -0.3936 2.1441
C -4.1221 2.0106 -4.3239
C -3.3136 0.7483 -3.8113
C -2.6710 -0.0623 -4.9651
C -1.3464 0.6161 -5.3776
C -0.3673 0.7427 -4.2221
C -0.9179 1.7316 -3.0869
N -2.3213 1.1578 -2.7418
O -2.8463 1.6296 -1.5282
C -0.1179 1.4089 -1.8138
C -0.9946 3.1887 -3.5264
C -4.1789 -0.2375 -3.1081
H -4.2273 2.8644 -3.6544
H -5.1164 1.5848 -4.4592
H -3.7057 2.2848 -5.2932
H -2.4322 -1.1122 -4.7953
H -3.4131 -0.0277 -5.7628
H -1.4796 1.5640 -5.8990
H -0.8865 0.0637 -6.1971
H 0.5554 1.1743 -4.6100
H -0.0675 -0.2176 -3.8025
H -0.3103 2.0834 -0.9794
H -0.3490 0.4106 -1.4419
H 0.9179 1.5941 -2.0979
H -1.1623 3.6958 -2.5762
H -0.0596 3.6396 -3.8587
H -1.8039 3.3281 -4.2432
H -3.5162 -0.9092 -2.5625
H -4.8091 -0.9243 -3.6730
H -4.7529 0.3436 -2.3863
H -2.5505 0.9169 -0.9571
C -1.6158 -3.6079 -1.4667
C -0.8624 -2.3761 -2.0344
O 0.4506 -2.2288 -1.4564
H -1.8311 -3.6148 -0.3982
H -0.9683 -4.4383 -1.7484
H -2.5239 -3.8161 -2.0324
H -1.4250 -1.4606 -1.8516
H -0.7677 -2.5136 -3.1115
H 0.3732 -1.9115 -0.5537
C -0.8294 3.7344 2.0538
O -2.1003 3.3426 2.5676
H -0.5905 4.7887 1.9141
H -0.1212 3.5041 2.8497
H -0.5471 3.0909 1.2205
H -2.1539 2.4102 2.7895
C -4.6676 -3.3561 0.6909
O -5.9908 -3.8881 0.6477
H -4.6251 -2.3254 0.3389
H -4.2402 -3.5492 1.6748
H -4.0718 -3.8540 -0.0740
H -5.8419 -4.8277 0.5190
C -1.4526 -3.1216 5.4673
O -0.4765 -2.1096 5.2289
H -1.0360 -3.9943 5.9702
H -2.2658 -2.7285 6.0774
H -1.8075 -3.4663 4.4961
H -0.6567 -1.6222 4.4217
*
```


This record from the OMol25 dataset describes C16H19BN6PdTe as an isolated structure at a distorted geometry. The level of theory is the ωB97M-V functional and the def2-TZVPD basis.

- energy relative to the best compared isomer or geometry (same formula, charge and spin) (kcal/mol) = 0.0
- frontier orbital gap (spin up / spin down) (eV) = 9.35 / 3.83
- HOMO level (spin up / spin down) (eV) = -15.12 / -14.97
- E_tot (Eh) = -1369.7043
- lowest unoccupied orbital energy (spin up / spin down) (eV) = -5.771 / -11.139
- F_max (eV/A) = 4.20
- ⟨S²⟩ = 6.028

Geometry as ORCA input:
```
! RIJCOSX wB97M-V def2-TZVPD def2/J DEFGRID3
* xyz 2 5
H 0.0003 3.1338 0.8240
N 0.2902 1.7955 -0.7874
B 0.9282 0.7852 -3.0754
N 0.8010 1.9677 -2.0652
C 1.0859 3.2738 -2.2798
Pd -0.4615 -0.3464 -0.2039
H 1.4977 3.6125 -3.2274
C 0.7528 3.9724 -1.1290
H 0.8187 5.0311 -0.9938
C 0.3026 2.9998 -0.2021
H 1.4015 1.1748 -4.1125
C -1.5624 -2.6594 1.1314
H -1.8934 -2.2613 2.1022
H -0.7226 -3.3528 1.2204
H -2.3812 -3.1364 0.5966
N -0.5105 0.2592 -3.2089
N 1.8065 -0.2960 -2.4068
N -1.2369 -0.1741 -2.1040
N 1.4095 -0.8688 -1.1991
C -1.2447 0.1040 -4.3205
C 2.9306 -0.9021 -2.8499
H -0.7863 0.3794 -5.2570
H 3.4117 -0.6035 -3.7737
C -2.4785 -0.4254 -3.9564
C 3.2682 -1.8968 -1.9336
C -2.4425 -0.5794 -2.5545
C 2.3180 -1.8051 -0.8935
H -3.2903 -0.6709 -4.6220
H 4.0816 -2.5975 -2.0144
H -3.1807 -0.9496 -1.8589
H 2.2819 -2.3527 0.0415
H -1.1934 -1.8020 0.4511
Te -1.8489 0.7819 1.5560
C -0.9123 0.2880 3.3566
C -1.6794 0.5967 4.5076
C -1.1983 0.2338 5.7661
C 0.0259 -0.4379 5.8946
C 0.7734 -0.7476 4.7536
C 0.3082 -0.3930 3.4754
H -2.6444 1.0809 4.3883
H -1.7878 0.4685 6.6537
H 0.3859 -0.7333 6.8861
H 1.7245 -1.2783 4.8546
H 0.8514 -0.6687 2.5702
*
```


This record from the OMol25 dataset describes C27H30N2O2Sm as an isolated structure at a distorted geometry. The level of theory is the ωB97M-V functional and the def2-TZVPD basis.

- frontier orbital gap (spin up / spin down) (eV) = 5.21 / 8.55
- HOMO level (spin up / spin down) (eV) = -4.87 / -8.22
- E_tot (Eh) = -1964.6660
- lowest unoccupied orbital energy (spin up / spin down) (eV) = 0.336 / 0.325
- F_max (eV/A) = 3.76
- ⟨S²⟩ = 12.037

Geometry as ORCA input:
```
! RIJCOSX wB97M-V def2-TZVPD def2/J DEFGRID3
* xyz 0 7
C 2.4836 -0.0655 2.0550
C 2.5182 -0.7759 0.8113
C 2.1524 0.1236 -0.2386
H 2.7458 -1.8313 0.6920
C 1.9176 1.4212 0.3537
C 2.1264 1.3027 1.7669
H 1.5502 2.3039 -0.1640
C -1.0613 -1.6979 2.4364
C 0.0613 -2.4142 1.9167
C -0.0303 -2.4197 0.4931
H 0.8696 -2.8382 2.5089
C -1.2160 -1.6959 0.0900
C -1.8591 -1.2517 1.3201
H 2.0638 -0.1062 -1.2978
H 1.9230 2.0777 2.5016
H 2.6676 -0.4790 3.0458
H -2.7263 -0.6000 1.3810
H 0.6875 -2.8568 -0.1950
H -1.2541 -1.4585 3.4794
Sm 0.1693 -0.0106 1.1923
C -1.7310 -1.4704 -1.2932
C -3.2286 -1.7244 -1.2676
C -1.0308 -2.4050 -2.2686
H -3.4202 -2.7464 -0.9112
H -3.6450 -1.6147 -2.2730
H -3.7428 -1.0283 -0.5983
H -1.2294 -3.4511 -1.9969
H 0.0543 -2.2475 -2.2815
H -1.4205 -2.2365 -3.2816
C -1.4113 0.0019 -1.6602
C -1.9636 0.5226 -2.9894
H -0.3171 0.1366 -1.6824
H -1.7922 0.6792 -0.8683
O -2.8708 0.0026 -3.6348
N -1.3584 1.6583 -3.4364
C -0.1650 2.3013 -2.8989
H -1.6842 1.9681 -4.3429
C 1.1473 1.7227 -3.3635
C 2.3292 2.3479 -2.9664
H 2.2779 3.2251 -2.3218
C 3.5639 1.8542 -3.3720
H 4.4747 2.3551 -3.0534
C 3.6334 0.7174 -4.1771
H 4.5980 0.3281 -4.4927
C 2.4602 0.0811 -4.5703
H 2.4981 -0.8066 -5.1959
C 1.2172 0.5820 -4.1666
H 0.3026 0.0857 -4.4881
H -0.2002 2.2718 -1.7949
H -0.2124 3.3638 -3.1736
O -0.7100 1.5109 2.5091
N -0.9187 1.0704 3.7983
C -2.2177 0.8906 4.2734
C -2.3917 0.5187 5.5865
C -1.2703 0.1793 6.3832
C -0.0134 0.3193 5.8784
C 0.1659 0.7777 4.5539
H -2.8694 0.3513 3.5579
H -3.3805 0.3762 6.0702
H -1.4345 -0.1820 7.4055
H 0.8969 0.0993 6.4516
H 1.2208 0.8861 4.2050
*
```


Q: E_tot of number 3 (C16H19BN6PdTe)?
A: -1369.7043 Eh


Q: F_max of number 3 (C16H19BN6PdTe)?
A: 4.20 eV/A


Q: Which value of E_tot does entry 3 give?
A: -1369.7043 Eh


Q: Which formula does entry 2 have?
A: C23H56ClN2O10